No. 1
Below is a cluster of 7 separate species, C30H63BN7O12PS2 in total at a distorted geometry, with properties calculated with wB97M-V/def2-TZVPD.

Results
- HOMO (Eh) = -0.280
- orbital gap (eV) = 7.9
- largest force on an atom (eV/Å) = 3.48
- molecular weight (g/mol) = 819.79
- lowest unoccupied orbital energy (eV) = 0.30
- SMILES string = CCP(CC)[C@H]1CS(=O)(=O)O[C@@H](C[C@H]2CO2)[C@]1(N=C=S)B(O)O.CNC(C)=O.CNC(C)=O.CNC(C)=O.CNC(C)=O.CNC(C)=O.CNC(C)=O

Each line ends with the Löwdin charge.
Positions of all 116 atoms, in Å:
C1 -0.5112 5.9837 0.8666  -0.1475
C2 0.5729 4.8976 0.8178  -0.4002
P1 -0.0215 3.2642 0.1775  1.0404
C3 1.5567 2.4523 -0.3461  -0.3941
C4 1.9756 3.0926 -1.6926  -0.1609
C5 -0.7521 2.2496 1.5920  -0.3705
C6 -1.2051 3.0643 2.8190  -0.1695
S1 -2.9137 3.5974 2.8272  0.6239
O1 -3.3202 3.5855 4.1983  -0.2659
O2 -3.1016 4.8639 2.1961  -0.2512
O3 -3.7631 2.4614 2.1118  -0.1809
C7 -3.2132 1.9257 0.8864  -0.2791
C8 -3.2884 2.9080 -0.2746  -0.0911
C9 -4.7814 3.1874 -0.5067  -0.3107
C10 -5.1620 4.6321 -0.8380  -0.0641
O4 -5.1494 3.5620 -1.7776  -0.0218
C11 -1.8388 1.2590 1.1176  -0.3124
N1 -1.4547 0.6855 -0.2015  0.1149
C12 -0.6579 -0.2474 -0.2588  -0.7554
S2 0.4084 -1.3784 -0.2792  0.8245
B1 -2.0329 0.1432 2.2703  -0.6065
O5 -3.3055 -0.2992 2.6378  0.1475
O6 -0.9538 -0.3665 2.9334  0.1873
H1 -1.3614 5.6473 0.2822  0.0360
H2 -0.1683 6.9366 0.4771  0.0670
H3 -0.8409 6.1233 1.8911  0.0549
H4 1.0530 4.7366 1.7881  0.0694
H5 1.3789 5.1809 0.1437  0.0691
H6 2.3369 2.7023 0.3738  0.0721
H7 1.4446 1.3773 -0.4173  0.0312
H8 1.2448 3.8592 -1.9556  0.0411
H9 1.9810 2.3656 -2.4963  0.0648
H10 2.9309 3.6027 -1.6177  0.0642
H11 0.0713 1.6267 1.9486  0.1157
H12 -1.1224 2.4049 3.6812  0.1094
H13 -0.5906 3.9326 3.0296  0.0995
H14 -3.8636 1.0993 0.6109  0.1540
H15 -2.8403 3.8664 -0.0624  0.0691
H16 -2.9813 2.4620 -1.2126  0.1320
H17 -5.4832 2.6216 0.0904  0.1371
H18 -4.2521 5.1994 -0.7583  0.1028
H19 -6.0360 4.7195 -0.2097  0.1108
H20 -3.5495 0.2405 3.4018  0.1139
H21 -1.1017 -0.3679 3.8861  0.1199
C13 -6.6071 0.1989 3.0387  -0.0689
N2 -7.8434 -0.1155 2.3448  0.0098
C14 -8.2072 -1.2922 1.7689  -0.5564
C15 -7.2198 -2.4339 1.8453  -0.0101
O7 -9.2881 -1.4070 1.2167  0.0293
H22 -6.8337 0.5037 4.0623  0.0892
H23 -6.1108 1.0268 2.5288  0.0736
H24 -5.9374 -0.6533 3.0613  0.0608
H25 -8.5414 0.6059 2.2608  0.1386
H26 -7.6485 -3.2970 1.3459  0.0804
H27 -6.2864 -2.1679 1.3474  0.0821
H28 -7.0164 -2.6956 2.8844  0.0830
C16 4.0020 -5.0381 -1.7188  -0.0697
N3 3.6234 -3.7504 -1.1540  0.0137
C17 4.2900 -2.9984 -0.2441  -0.5535
C18 5.5986 -3.5401 0.2728  -0.0119
O8 3.8340 -1.9247 0.1300  -0.0104
H29 4.0846 -4.9470 -2.7987  0.0686
H30 3.2287 -5.7717 -1.4935  0.0789
H31 4.9495 -5.3807 -1.3169  0.0761
H32 2.7584 -3.3353 -1.4602  0.1157
H33 6.0098 -2.8324 0.9875  0.0798
H34 5.4427 -4.4954 0.7767  0.0857
H35 6.3094 -3.6715 -0.5462  0.0473
C19 0.3399 -5.1940 -6.5030  -0.0754
N4 1.0363 -5.6044 -5.2972  0.0070
C20 2.2405 -6.2248 -5.1894  -0.5435
C21 2.9769 -6.5437 -6.4687  -0.0093
O9 2.6970 -6.5065 -4.0928  0.0217
H36 0.1754 -4.1156 -6.4813  0.0837
H37 -0.6298 -5.6917 -6.5527  0.0832
H38 0.9105 -5.4453 -7.3899  0.0706
H39 0.5983 -5.4210 -4.4087  0.1388
H40 3.9127 -7.0328 -6.2182  0.0823
H41 2.3870 -7.2156 -7.0931  0.0841
H42 3.1968 -5.6301 -7.0222  0.0848
C22 -3.5474 9.2451 -3.6938  -0.0789
N5 -2.7588 8.1953 -3.0765  0.0051
C23 -2.6165 6.9020 -3.4756  -0.5568
C24 -3.3611 6.4693 -4.7159  -0.0094
O10 -1.9128 6.1328 -2.8438  0.0247
H43 -2.8965 10.0744 -3.9767  0.0814
H44 -4.2884 9.6132 -2.9822  0.0824
H45 -4.0590 8.8819 -4.5779  0.0704
H46 -2.2377 8.4173 -2.2435  0.1360
H47 -3.1486 5.4211 -4.8996  0.0829
H48 -4.4363 6.5883 -4.5780  0.0848
H49 -3.0366 7.0502 -5.5803  0.0826
C25 -0.7766 -4.7132 5.5803  -0.0733
N6 -1.3736 -3.4380 5.9339  0.0059
C26 -0.9101 -2.5031 6.8037  -0.5587
C27 0.3896 -2.7943 7.5147  -0.0112
O11 -1.5343 -1.4686 6.9874  0.0207
H50 -0.5769 -4.7381 4.5080  0.0840
H51 -1.4687 -5.5208 5.8236  0.0830
H52 0.1527 -4.8727 6.1153  0.0711
H53 -2.2441 -3.1823 5.4954  0.1372
H54 0.6226 -1.9595 8.1678  0.0821
H55 0.3016 -3.6974 8.1196  0.0845
H56 1.2009 -2.9132 6.7958  0.0852
C28 11.1398 -2.9019 -0.2473  -0.0752
N7 9.7876 -3.0251 -0.7600  0.0106
C29 9.2210 -4.0835 -1.3944  -0.5419
C30 10.0774 -5.3079 -1.6124  -0.0089
O12 8.0597 -4.0306 -1.7681  0.0188
H57 11.1076 -2.7121 0.8267  0.0834
H58 11.6399 -2.0626 -0.7330  0.0834
H59 11.7116 -3.8050 -0.4282  0.0707
H60 9.1622 -2.2427 -0.6477  0.1417
H61 9.4859 -6.0584 -2.1268  0.0825
H62 10.9447 -5.0643 -2.2269  0.0845
H63 10.4098 -5.7178 -0.6581  0.0847

Atoms 1-2, force components in eV/Å:
0.1 -0.5 0.2
0.3 -0.5 0.6

No. 2
Below is a structure of composition C30H63BrN4O9P2RhS2Si, with properties calculated with wB97M-V/def2-TZVPD.

Results
- HOMO (alpha / beta) (Eh) = -0.134 / -0.198
- relative energy (zero: lowest compared OMol25 entry of this formula, charge and spin) (kJ/mol) = 0.00
- net charge = -1
- orbital gap (alpha / beta) (eV) = 6.1 / 7.6
- largest force on an atom (eV/Å) = 0.71
- multiplicity = 5
- <S²> = 6.015
- molecular weight (g/mol) = 960.83
- lowest unoccupied orbital energy (alpha / beta) (eV) = 2.48 / 2.23

Each line ends with the Löwdin spin population.
Positions of all 113 atoms, in Å:
Rh1 0.3823 0.2348 0.1063  2.2173
C1 -5.0311 0.9767 -0.8725  0.0152
N1 -3.6257 0.9814 -1.2748  0.1881
C2 -3.0979 -0.3965 -1.3148  0.0144
P1 -2.5544 2.1424 -0.5064  0.3993
O1 -1.1451 1.6934 -0.7845  0.1627
O2 -1.6881 3.5254 1.3789  0.0782
P2 -0.7821 2.7920 2.3455  0.0139
O3 -0.2224 1.4528 1.9543  0.0469
N2 -1.6796 2.5093 3.7789  0.0033
C3 -2.0525 3.6366 4.6358  0.0010
C4 -2.9023 1.7634 3.3862  0.0076
N3 0.5264 3.8143 2.7199  0.0053
C5 1.3955 3.9520 1.5221  0.0008
C6 0.2623 5.1500 3.2556  0.0008
N4 -2.8353 3.6181 -1.3011  0.1118
C7 -1.6558 4.5096 -1.3865  0.0099
C8 -4.0333 4.3792 -0.9508  0.0093
H1 -5.5634 0.2491 -1.4861  0.0012
H2 -5.5009 1.9432 -1.0388  0.0029
H3 -5.1808 0.6937 0.1805  0.0055
H4 -3.5523 -0.9195 -2.1617  0.0072
H5 -3.3233 -0.9672 -0.4010  0.0029
H6 -2.0281 -0.3925 -1.4678  0.0043
H7 -1.2143 3.9458 5.2578  0.0001
H8 -2.8466 3.3069 5.3107  0.0001
H9 -2.4323 4.5087 4.0798  0.0001
H10 -2.6428 0.9592 2.6961  0.0044
H11 -3.6427 2.4079 2.8917  0.0035
H12 -3.3612 1.3258 4.2756  0.0001
H13 1.4369 3.0323 0.9480  0.0009
H14 2.4082 4.2146 1.8385  0.0002
H15 1.0347 4.7397 0.8475  0.0003
H16 -0.1037 5.1125 4.2755  0.0000
H17 -0.4513 5.7225 2.6418  0.0005
H18 1.2027 5.7019 3.2705  0.0000
H19 -0.7695 3.9475 -1.6765  0.0010
H20 -1.4655 5.0161 -0.4345  0.0027
H21 -1.8595 5.2642 -2.1536  0.0046
H22 -4.8891 3.7323 -0.7746  0.0041
H23 -4.2831 5.0477 -1.7782  0.0011
H24 -3.8798 4.9928 -0.0512  0.0013
Br1 -0.2160 3.5162 -4.7096  0.0013
C9 0.7696 1.9685 -5.1909  0.0012
C10 0.8977 1.7099 -6.5519  0.0003
C11 1.6379 0.6187 -6.9823  0.0004
C12 2.2320 -0.2189 -6.0489  0.0001
C13 2.0568 0.0267 -4.6983  0.0006
C14 1.3277 1.1227 -4.2364  0.0041
C15 1.2043 1.2839 -2.7234  0.0065
O4 1.4988 2.3744 -2.2081  0.0009
O5 0.8723 0.2006 -2.1411  0.0877
H25 0.4182 2.3693 -7.2628  0.0001
H26 1.7418 0.4232 -8.0446  0.0000
H27 2.8235 -1.0646 -6.3761  0.0000
H28 2.4816 -0.6445 -3.9602  0.0001
C16 4.2134 -3.0596 3.6171  0.0000
C17 2.9123 -2.6175 4.2644  0.0000
C18 2.6766 -3.3879 5.5645  0.0000
C19 2.9290 -1.1126 4.5263  0.0000
O6 1.8777 -2.9412 3.3092  0.0004
Si1 0.2624 -2.8327 3.3194  0.0257
S1 -0.5804 -1.8199 1.6211  0.1420
O7 -0.2105 -2.0750 4.6813  0.0017
C20 -1.4379 -1.9732 5.4211  0.0001
C21 -1.3647 -0.6453 6.1539  0.0001
C22 -2.6442 -2.0245 4.4885  0.0007
C23 -1.4932 -3.1328 6.4078  0.0000
O8 -0.3823 -4.3436 3.3803  0.0158
C24 -0.1320 -5.5505 2.6592  0.0014
C25 0.7120 -6.4492 3.5519  0.0006
C26 -1.4891 -6.1813 2.3898  0.0002
C27 0.5938 -5.2737 1.3444  0.0033
H29 5.0644 -2.7929 4.2532  0.0000
H30 4.3122 -2.5661 2.6483  0.0000
H31 4.2100 -4.1458 3.4668  0.0000
H32 3.5255 -3.2431 6.2411  0.0000
H33 2.5690 -4.4600 5.3572  0.0000
H34 1.7651 -3.0363 6.0562  0.0000
H35 3.6778 -0.8723 5.2888  0.0000
H36 1.9456 -0.7726 4.8706  0.0000
H37 3.1750 -0.5934 3.5989  0.0000
H38 -1.3268 0.1847 5.4407  0.0000
H39 -0.4551 -0.6159 6.7624  0.0000
H40 -2.2324 -0.5253 6.8128  0.0000
H41 -2.5692 -1.2373 3.7365  0.0000
H42 -3.5717 -1.8911 5.0532  0.0000
H43 -2.6802 -2.9918 3.9708  0.0005
H44 -0.6699 -3.0602 7.1245  0.0000
H45 -1.4062 -4.0812 5.8681  0.0000
H46 -2.4404 -3.1173 6.9571  0.0000
H47 0.2123 -6.5929 4.5162  0.0001
H48 1.6876 -5.9821 3.7298  0.0000
H49 0.8679 -7.4267 3.0824  0.0001
H50 -2.0039 -6.3747 3.3372  0.0000
H51 -1.3796 -7.1252 1.8442  0.0000
H52 -2.1008 -5.4936 1.7966  0.0002
H53 1.5520 -4.7757 1.5346  0.0004
H54 -0.0089 -4.6193 0.7040  0.0032
H55 0.7827 -6.2117 0.8131  0.0000
C28 3.4992 1.5879 1.5759  0.0219
S2 2.7443 0.2340 0.6585  0.0534
C29 3.6480 0.4949 -0.8567  0.0049
O9 3.3179 -1.0164 1.2463  0.0035
H56 4.4785 1.2124 1.8754  0.0033
H57 2.8721 1.8173 2.4422  0.0006
H58 3.5751 2.4641 0.9247  0.0003
H59 3.3371 1.4398 -1.3101  -0.0002
H60 3.3809 -0.3379 -1.5087  0.0001
H61 4.7104 0.4729 -0.5962  0.0016
C30 0.4873 -1.9803 0.1771  0.2434
H62 -0.0558 -2.4727 -0.6251  0.0208
H63 1.4524 -2.4198 0.4054  0.0112

Atoms 1-2, force components in eV/Å:
-0.1 0.0 0.0
0.2 0.0 0.0

Q: Which formula does entry 2 have?
A: C30H63BrN4O9P2RhS2Si

Q: The lowest molecular weight belongs to which entry?
A: C30H63BN7O12PS2

Q: The highest molecular weight belongs to which entry?
A: C30H63BrN4O9P2RhS2Si

Q: Among the records above, which one has the lowest molecular weight?
A: C30H63BN7O12PS2